i:
ORCA calculation (ωB97M-V/def2-TZVPD) on a gas-phase ion, C7H11N2O3 (charge +1).

Structure (ORCA input):
```
! RIJCOSX wB97M-V def2-TZVPD def2/J DEFGRID3
* xyz 1 1
C 0.737 -2.046 0.745
C 0.221 -0.580 0.839
O 1.236 0.371 0.631
C 1.474 0.243 -0.777
C 0.068 -0.057 -1.461
C -0.866 -0.157 -0.207
O -1.980 -1.029 -0.311
C -3.186 -0.461 -0.009
O -4.267 -0.835 0.109
N -2.737 0.949 0.407
C -1.479 1.195 0.244
N -0.920 2.340 0.254
H 0.887 -2.598 -0.299
H 0.156 -2.749 1.312
H 1.655 -1.937 1.371
H -0.256 -0.367 1.870
H 2.050 -0.579 -0.945
H 1.836 1.195 -1.248
H -0.273 0.615 -2.191
H 0.123 -1.059 -1.863
H -3.460 1.566 0.881
H 0.092 2.365 0.326
H -1.431 3.175 0.387
*
```

Summary:
**Lowest unoccupied orbital energy**: -3.744 eV
**HOMO-LUMO gap**: 10.8 eV

=====

ii:
ORCA calculation (ωB97M-V/def2-TZVPD) on a gas-phase ion, C7H11N2O3 (charge +1).

Structure (ORCA input):
```
! RIJCOSX wB97M-V def2-TZVPD def2/J DEFGRID3
* xyz 1 1
N 2.908 1.297 -0.789
C 2.075 0.629 -0.003
C 0.641 0.650 -0.041
O -0.199 0.938 -0.980
C -1.385 0.133 -0.819
C -2.494 0.913 -0.117
O -2.163 1.019 1.248
C -0.928 -1.137 -0.033
O -0.482 -2.121 -0.922
C 0.262 -0.609 0.798
C 1.639 -1.283 0.645
N 2.604 -0.276 0.963
H 2.597 1.685 -1.667
H 3.900 1.244 -0.612
H -1.689 -0.132 -1.837
H -3.436 0.368 -0.261
H -2.584 1.907 -0.579
H -2.867 1.486 1.713
H -1.732 -1.489 0.617
H -1.075 -2.879 -0.940
H -0.012 -0.401 1.832
H 1.844 -1.984 -0.147
H 2.576 0.039 1.931
*
```

Summary:
**Lowest unoccupied orbital energy (alpha / beta)**: -5.113 / -4.369 eV
**HOMO-LUMO gap (alpha / beta)**: 7.6 / 8.2 eV

=====

The winner here is i, beating the second structure by 2.562 eV.